DFT (ωB97M-V with the def2-TZVPD basis set) results for a molecular structure, C3H5CeO3.

The geometry in XYZ format:
```
12
C3H5CeO3 | the Open Molecules 2025 dataset | ωB97M-V with the def2-TZVPD basis set
H 1.77290 1.70843 0.59262
O -0.70929 1.02077 0.75782
C -0.02935 1.00183 -0.28364
C 2.34922 0.20841 -0.86500
O 0.04346 -0.23880 -0.86385
O 1.43615 1.45737 -0.28377
C 1.25045 -0.47623 -1.64117
H 2.68369 -0.35816 0.00830
H 3.13616 0.65644 -1.47470
H 1.38092 -1.56010 -1.69952
H 1.09349 -0.02578 -2.62703
Ce -1.50373 -1.12384 1.01226
```

Computed properties:
spin multiplicity: 3
calculated total energy: -816.8046 hartree
net charge: +3
HOMO (alpha / beta): -21.2 / -25.2 eV
HOMO-LUMO gap (alpha / beta): 5.55 / 11.10 eV

Results of the natural (NBO) charge analysis, in e, for atoms 1 through 5: atom 1 (H): 0.58, atom 2 (O): -0.75, atom 3 (C): 0.93, atom 4 (C): -0.03, atom 5 (O): -0.62